1) C3H6N3P as an isolated structure, computed with wB97M-V/def2-TZVPD.

Calculated values
E_HOMO	-9.18	eV
E_LUMO	0.8	eV
spin multiplicity	1

Element x y z (Å)
P1 -3.5589 -0.6990 -0.8763
N1 -2.5319 -1.3351 0.2192
N2 -1.3217 -0.6908 0.1090
N3 -2.5040 0.4370 -1.3678
C1 -1.3249 0.3146 -0.8142
C2 -0.0197 0.9815 -1.1248
C3 -0.1112 -1.2838 0.7906
H1 0.4911 -0.6146 1.2382
H2 -0.1475 1.9588 -1.5993
H3 0.5280 0.1530 -1.7100
H4 0.5796 1.1836 -0.1791
H5 0.6062 -1.6971 -0.0149
H6 -0.5879 -2.1492 1.3685

Population analysis type Löwdin, resulting atomic charges in e: number 1, P, carries 0.780; number 2, N, carries -0.279; number 3, N, carries -0.229; number 4, N, carries -0.239; number 5, C, carries -0.512; number 6, C, carries -0.028; number 7, C, carries -0.009; number 8, H, carries 0.019; number 9, H, carries 0.078; number 10, H, carries 0.112; number 11, H, carries 0.090; number 12, H, carries 0.109; number 13, H, carries 0.109

=====

2) A 2-piece molecular cluster, C3H6N3P overall, computed with wB97M-V/def2-TZVPD.

Calculated values
E_HOMO	-7.69	eV
E_LUMO	0.5	eV
spin multiplicity	1

Element x y z (Å)
P1 -0.8791 -0.2456 1.4007
N1 0.0553 2.2401 0.8200
N2 0.9309 -1.7083 0.0676
N3 -0.5142 -0.0313 -1.9740
C1 -0.1035 -1.7412 0.7627
C2 0.1307 0.8492 0.6153
C3 -1.0961 0.9032 -1.5738
H1 0.8985 0.4680 0.1253
H2 -0.5384 -2.8643 1.1216
H3 1.4061 -2.5707 -0.1595
H4 -0.0952 -0.5983 -2.7206
H5 0.5924 2.8517 0.1469
H6 -0.7873 2.4473 1.3677

Population analysis type Löwdin, resulting atomic charges in e: number 1, P, carries 0.831; number 2, N, carries -0.001; number 3, N, carries -0.037; number 4, N, carries 0.045; number 5, C, carries -0.591; number 6, C, carries -0.610; number 7, C, carries -0.064; number 8, H, carries -0.020; number 9, H, carries 0.107; number 10, H, carries 0.040; number 11, H, carries 0.100; number 12, H, carries 0.123; number 13, H, carries 0.078

=====

Which one sits at the bottom of the stability order? 2) does.

=====

1) One molecule with the formula C3H3NO4, computed with wB97M-V/def2-TZVPD.

Calculated values
E_HOMO	-8.87	eV
E_LUMO	0.4	eV
SMILES string	O=c1o[nH]c(O)c1O
spin multiplicity	1

Element x y z (Å)
O1 -0.2476 -1.5552 2.0449
O2 -0.3457 0.6502 1.5567
O3 0.1831 1.0416 -1.8918
O4 0.2646 -1.8745 -0.8544
N1 -0.2458 1.4297 0.3899
C1 0.0676 -0.7898 -0.2180
C2 -0.1590 -0.6948 1.2346
C3 0.0037 0.4789 -0.6238
H1 -0.3251 1.8607 -1.8354
H2 0.5032 2.1231 0.5062
H3 0.3008 -2.6700 -0.3087

Population analysis type Löwdin, resulting atomic charges in e: number 1, O, carries 0.148; number 2, O, carries 0.039; number 3, O, carries 0.089; number 4, O, carries 0.155; number 5, N, carries 0.066; number 6, C, carries -0.254; number 7, C, carries -0.402; number 8, C, carries -0.249; number 9, H, carries 0.107; number 10, H, carries 0.161; number 11, H, carries 0.142

=====

2) C3H3NO4 as an isolated structure, computed with wB97M-V/def2-TZVPD.

Calculated values
E_HOMO	-10.18	eV
E_LUMO	0.3	eV
spin multiplicity	1

Element x y z (Å)
O1 -1.6856 -0.3129 -0.3131
O2 0.9329 -1.5953 0.2182
O3 -1.6071 -0.6982 2.3748
O4 -0.2680 1.6595 0.4238
N1 1.5913 0.1482 -1.1214
C1 0.8289 -0.4569 -0.2006
C2 -0.2735 0.4428 0.3705
C3 -0.9984 -0.3820 1.4690
H1 1.4449 1.1250 -1.3256
H2 2.3580 -0.3491 -1.5441
H3 -2.3232 0.4188 -0.3515

Population analysis type Löwdin, resulting atomic charges in e: number 1, O, carries -0.044; number 2, O, carries 0.092; number 3, O, carries 0.297; number 4, O, carries 0.071; number 5, N, carries 0.207; number 6, C, carries -0.471; number 7, C, carries -0.499; number 8, C, carries 0.018; number 9, H, carries 0.117; number 10, H, carries 0.125; number 11, H, carries 0.087

=====

Which one sits at the bottom of the stability order? 1) does.

=====

1) One molecule with the formula C21H30N4O3, computed with wB97M-V/def2-TZVPD.

Calculated values
E_HOMO	-8.28	eV
E_LUMO	0.5	eV
SMILES string	CCCCN(CCCC)Cc1ccc(C(=O)NNC(=O)Nc2ccccc2)o1
spin multiplicity	1

Element x y z (Å)
O1 0.8582 1.3153 0.1520
O2 -3.1796 -0.4374 0.9985
O3 -1.5257 2.8726 -2.1412
N1 4.1774 -0.4371 0.3285
N2 -5.0863 0.6345 -0.0847
N3 -3.0717 1.8057 -0.0736
N4 -1.6304 1.6434 0.0562
C1 -1.0489 2.1632 -0.7990
C2 -6.1349 -0.4303 0.1275
C3 3.9895 -2.9650 -2.2009
C4 -6.8641 -2.2632 1.2196
C5 8.2853 -0.8667 1.8008
C6 3.2324 0.6557 1.0528
C7 3.6547 -1.4492 -0.2324
C8 -5.8353 -1.5847 0.7670
C9 5.1937 -0.6685 1.4322
C10 7.4322 0.2863 2.2221
C11 6.1995 0.4123 1.5594
C12 2.2708 1.2874 0.2034
C13 4.6147 -1.7130 -1.4377
C14 -8.4515 -1.1231 0.0465
C15 -7.3643 -0.0740 -0.1595
C16 -8.2221 -2.2426 0.7552
C17 -3.8564 0.4457 0.4232
C18 1.3575 2.4423 -1.5008
C19 0.4487 2.0495 -0.7802
C20 4.7385 -3.3403 -3.3161
C21 2.6213 1.8930 -1.1477
H1 4.7438 -0.8667 -2.1527
H2 6.5937 0.6392 0.5027
H3 3.7509 1.9199 -1.3692
H4 4.7716 -2.5563 -4.1455
H5 7.8352 -1.8795 1.9113
H6 3.7891 -3.9052 -1.4424
H7 9.1419 -0.7835 2.5711
H8 1.5195 2.8370 -2.5773
H9 7.0831 0.1453 3.3804
H10 8.5912 -0.6289 0.7800
H11 -9.3457 -0.8352 -0.1124
H12 2.9560 -2.7334 -2.4201
H13 5.4808 -2.0458 -1.1336
H14 3.6518 1.3940 1.6323
H15 5.7226 -3.5557 -2.8730
H16 -9.1132 -2.7365 1.0403
H17 -6.7282 -3.3402 1.7316
H18 2.6292 -1.1022 -0.6149
H19 8.0869 0.9865 2.2993
H20 4.9242 -0.9311 2.4588
H21 -7.7247 0.8800 -0.4742
H22 2.5921 -0.1872 1.8095
H23 5.7966 1.4576 1.5593
H24 3.3577 -2.2143 0.5216
H25 -3.4110 2.0386 -0.8432
H26 -4.8666 -1.7984 1.5417
H27 -1.3599 0.7322 0.7066
H28 5.6830 -1.5501 1.1053
H29 -5.5101 1.3063 -0.4949
H30 4.1489 -4.1549 -3.8935

Population analysis type Löwdin, resulting atomic charges in e: number 1, O, carries 0.078; number 2, O, carries 0.028; number 3, O, carries -0.227; number 4, N, carries -0.181; number 5, N, carries 0.186; number 6, N, carries 0.144; number 7, N, carries 0.101; number 8, C, carries -0.266; number 9, C, carries -0.234; number 10, C, carries -0.353; number 11, C, carries -0.123; number 12, C, carries -0.106; number 13, C, carries -0.070; number 14, C, carries -0.324; number 15, C, carries -0.073; number 16, C, carries -0.181; number 17, C, carries -0.347; number 18, C, carries -0.280; number 19, C, carries -0.170; number 20, C, carries -0.111; number 21, C, carries -0.028; number 22, C, carries 0.020; number 23, C, carries -0.066; number 24, C, carries -0.317; number 25, C, carries -0.080; number 26, C, carries -0.368; number 27, C, carries -0.189; number 28, C, carries 0.066; number 29, H, carries 0.138; number 30, H, carries 0.144; number 31, H, carries 0.139; number 32, H, carries 0.101; number 33, H, carries 0.080; number 34, H, carries 0.164; number 35, H, carries 0.105; number 36, H, carries 0.168; number 37, H, carries 0.167; number 38, H, carries 0.080; number 39, H, carries 0.029; number 40, H, carries 0.093; number 41, H, carries 0.039; number 42, H, carries 0.076; number 43, H, carries 0.088; number 44, H, carries 0.100; number 45, H, carries 0.150; number 46, H, carries 0.152; number 47, H, carries 0.043; number 48, H, carries 0.129; number 49, H, carries 0.110; number 50, H, carries 0.197; number 51, H, carries 0.129; number 52, H, carries 0.141; number 53, H, carries -0.019; number 54, H, carries 0.197; number 55, H, carries 0.263; number 56, H, carries 0.095; number 57, H, carries 0.059; number 58, H, carries 0.109

=====

2) One molecule with the formula C21H30N4O3, computed with wB97M-V/def2-TZVPD.

Calculated values
E_HOMO	-7.78	eV
E_LUMO	0.2	eV
SMILES string	CCCCN(CC)CCNC(=O)CNC(=O)Cn1ccc2ccccc2c1=O
spin multiplicity	1

Element x y z (Å)
O1 0.4390 -1.7672 2.2998
O2 2.6407 -2.1338 -1.1109
O3 4.0016 1.6271 1.2073
N1 -0.2343 1.7100 0.2533
N2 2.9444 -1.8429 1.1163
N3 -0.0375 -2.7808 0.3393
N4 2.0757 0.6595 1.8764
C1 -3.3370 0.0785 2.3571
C2 1.3891 1.9102 2.1102
C3 -4.1896 -0.1434 1.2746
C4 0.7195 1.3420 -2.0969
C5 3.3178 0.6362 1.3692
C6 -1.5256 2.3494 0.1705
C7 -0.8558 -2.9679 -0.7348
C8 0.1213 0.7807 -0.7969
C9 -2.0957 -0.5097 2.3858
C10 -0.3693 -1.9486 1.3879
C11 -2.5384 -1.5612 0.2404
C12 -1.6835 3.4855 -0.8503
C13 0.8355 2.5156 0.8063
C14 1.2639 -3.4211 0.3861
C15 -1.6839 -1.3368 1.3361
C16 2.3599 -2.3942 0.0393
C17 1.1046 0.2257 -3.0688
C18 -2.0756 -2.3982 -0.8177
C19 -3.7987 -0.9480 0.2309
C20 3.8782 -0.7511 1.0151
C21 -0.1021 -0.4592 -3.7013
H1 4.7426 -0.9372 1.6596
H2 0.0115 2.0152 -2.5815
H3 -5.1632 0.3241 1.2582
H4 0.8497 0.0759 -0.3811
H5 1.7180 0.6544 -3.8648
H6 4.2264 -0.7046 -0.0208
H7 1.5266 -0.1845 1.9719
H8 -0.7075 -0.9600 -2.9497
H9 1.4205 -3.8249 1.3897
H10 1.6167 1.9164 -1.8588
H11 -1.6903 3.1007 -1.8659
H12 -0.8724 4.2036 -0.7570
H13 0.5767 1.7261 2.8133
H14 1.6730 2.6190 0.1105
H15 2.1064 2.6138 2.5420
H16 -2.6244 4.0025 -0.6765
H17 -0.7852 0.2191 -1.0341
H18 -1.7490 2.7419 1.1685
H19 -2.7020 -2.5711 -1.6774
H20 -1.4179 -0.3567 3.2115
H21 1.7120 -0.5166 -2.5477
H22 0.2264 -1.2043 -4.4222
H23 -0.4636 -3.6006 -1.5161
H24 2.5502 -2.0394 2.0270
H25 -0.7268 0.2665 -4.2197
H26 -3.6570 0.7141 3.1686
H27 -2.2650 1.5731 -0.0470
H28 -4.4564 -1.1168 -0.6094
H29 1.2924 -4.2239 -0.3511
H30 0.4672 3.5180 1.0354

Population analysis type Löwdin, resulting atomic charges in e: number 1, O, carries 0.017; number 2, O, carries 0.065; number 3, O, carries 0.056; number 4, N, carries -0.172; number 5, N, carries 0.067; number 6, N, carries 0.012; number 7, N, carries 0.082; number 8, C, carries -0.072; number 9, C, carries -0.140; number 10, C, carries -0.073; number 11, C, carries -0.177; number 12, C, carries -0.485; number 13, C, carries -0.246; number 14, C, carries -0.046; number 15, C, carries -0.182; number 16, C, carries -0.004; number 17, C, carries -0.356; number 18, C, carries -0.175; number 19, C, carries -0.074; number 20, C, carries -0.164; number 21, C, carries -0.025; number 22, C, carries -0.078; number 23, C, carries -0.467; number 24, C, carries -0.250; number 25, C, carries -0.029; number 26, C, carries -0.030; number 27, C, carries -0.061; number 28, C, carries -0.101; number 29, H, carries 0.133; number 30, H, carries 0.095; number 31, H, carries 0.108; number 32, H, carries 0.107; number 33, H, carries 0.106; number 34, H, carries 0.133; number 35, H, carries 0.088; number 36, H, carries 0.041; number 37, H, carries 0.133; number 38, H, carries 0.105; number 39, H, carries 0.056; number 40, H, carries 0.069; number 41, H, carries 0.118; number 42, H, carries 0.112; number 43, H, carries 0.119; number 44, H, carries 0.069; number 45, H, carries 0.107; number 46, H, carries 0.114; number 47, H, carries 0.116; number 48, H, carries 0.119; number 49, H, carries 0.081; number 50, H, carries 0.070; number 51, H, carries 0.134; number 52, H, carries 0.129; number 53, H, carries 0.072; number 54, H, carries 0.107; number 55, H, carries 0.099; number 56, H, carries 0.115; number 57, H, carries 0.135; number 58, H, carries 0.119

=====

Which one sits at the bottom of the stability order? 1) does.

=====

1) A 3-piece molecular cluster, C3H12NO2 overall, computed with wB97M-V/def2-TZVPD.

Calculated values
E_HOMO	-14.18	eV
E_LUMO	-3.0	eV
charge	+1
spin multiplicity	1

Element x y z (Å)
O1 0.9619 -3.7277 -0.7220
O2 0.3439 -1.3020 -1.7342
N1 0.6531 1.0954 -0.6939
C1 -1.0406 1.7098 0.8935
C2 -1.6199 2.0554 2.2418
C3 0.2434 1.5118 0.6718
H1 0.3409 -4.1638 -0.1309
H2 0.3759 -1.3880 -2.6935
H3 0.9884 1.2739 1.4170
H4 0.4510 0.1117 -1.0640
H5 -1.7969 1.6778 0.1151
H6 1.6382 1.2156 -0.8845
H7 1.8321 -4.0555 -0.4745
H8 -2.6320 1.6468 2.2448
H9 -1.7653 3.1226 2.3545
H10 -1.0034 1.6382 3.0329
H11 0.5528 -2.2097 -1.4132
H12 0.1711 1.7062 -1.3570

Population analysis type Löwdin, resulting atomic charges in e: number 1, O, carries -0.025; number 2, O, carries -0.044; number 3, N, carries 0.158; number 4, C, carries -0.120; number 5, C, carries -0.064; number 6, C, carries -0.083; number 7, H, carries 0.075; number 8, H, carries 0.084; number 9, H, carries 0.129; number 10, H, carries 0.089; number 11, H, carries 0.123; number 12, H, carries 0.156; number 13, H, carries 0.075; number 14, H, carries 0.085; number 15, H, carries 0.088; number 16, H, carries 0.085; number 17, H, carries 0.026; number 18, H, carries 0.163

=====

2) A 2-piece molecular cluster, C3H12NO2 overall, computed with wB97M-V/def2-TZVPD.

Calculated values
E_HOMO	-15.04	eV
E_LUMO	-3.4	eV
charge	+1
spin multiplicity	1

Element x y z (Å)
O1 -0.2318 1.5483 0.4212
O2 -1.5776 -1.5551 2.4564
N1 0.6728 -0.9254 0.9129
C1 0.5989 -0.5179 -0.5096
C2 0.2017 1.4656 -1.9812
C3 0.5870 1.0134 -0.5981
H1 -1.6899 -2.5092 2.3077
H2 -0.1508 -0.5808 1.4492
H3 -1.1629 1.4832 0.1505
H4 1.4965 -0.5365 1.3739
H5 -0.6907 1.0081 -2.3927
H6 1.6055 1.3414 -0.3784
H7 -2.5082 -1.2822 2.4542
H8 1.4311 -0.9410 -1.0749
H9 -0.2990 -0.9401 -0.9435
H10 0.0526 2.5400 -1.9943
H11 1.0004 1.3251 -2.7186
H12 0.6645 -1.9371 1.0653

Population analysis type Löwdin, resulting atomic charges in e: number 1, O, carries -0.014; number 2, O, carries -0.047; number 3, N, carries 0.175; number 4, C, carries -0.107; number 5, C, carries -0.033; number 6, C, carries -0.434; number 7, H, carries 0.070; number 8, H, carries 0.123; number 9, H, carries 0.119; number 10, H, carries 0.179; number 11, H, carries 0.090; number 12, H, carries 0.155; number 13, H, carries 0.074; number 14, H, carries 0.146; number 15, H, carries 0.137; number 16, H, carries 0.096; number 17, H, carries 0.101; number 18, H, carries 0.169

=====

Which one sits at the bottom of the stability order? 1) does.